Molecular formula: C2H2N4O2
Method: DFT, ωB97M-V/def2-TZVPD

Element x y z (Å)
H: 2.821 0.677 0.628
N: 2.742 -0.243 0.234
C: 1.513 -0.811 -0.254
N: 0.249 -0.177 -0.272
N: 0.444 1.194 -0.128
N: -0.617 1.720 0.145
O: -1.655 0.654 -0.053
C: -1.113 -0.556 0.059
O: -1.654 -1.659 0.176
H: 1.520 -1.888 -0.286

Results
**DFT total energy**: -446.772528 a.u.
**Gap between HOMO and LUMO**: 0.36498 hartree
**SMILES string**: [H]/N=C\n1nnoc1=O
**Relative energy (zero: lowest compared OMol25 entry of this formula, charge and spin)**: 125.62 kcal/mol